1.
94
Properties=species:S:1:pos:R:3:mulliken_charge:R:1 method="wB97M-V/def2-TZVPD" lumo_ha="0.0821 / 0.0670" de_lowest_kj_mol=0.0 charge=-1 s2=0.7546 multiplicity=2
Cu -0.165 0.249 0.945 -1.07
C -3.798 -0.261 2.564 -1.38
C -3.325 -1.471 1.768 0.70
C -2.627 -2.460 2.671 -1.49
P -2.273 -0.838 0.316 0.06
C -3.474 -0.036 -0.838 0.65
C -4.797 -0.742 -1.051 -1.54
C -2.776 0.086 -2.232 -1.46
C -1.517 -2.302 -0.398 -0.14
C -2.191 -3.115 -1.285 -0.13
C -1.610 -4.199 -1.909 0.37
C -2.462 -5.119 -2.750 -1.72
C -0.250 -4.475 -1.587 -1.19
C 0.439 -3.673 -0.690 -0.61
C -0.188 -2.539 -0.116 -0.34
N 0.462 -1.692 0.767 1.09
C 1.783 -1.892 1.070 -1.09
C 2.253 -3.068 1.747 0.16
C 3.570 -3.306 2.013 -0.77
C 4.535 -2.327 1.808 0.85
C 5.961 -2.540 2.194 -1.72
C 4.137 -1.108 1.239 -0.56
C 2.755 -0.915 0.845 -0.28
P 2.160 0.568 0.015 1.28
C 2.599 0.488 -1.778 0.48
C 2.836 -0.918 -2.350 -1.67
C 1.509 1.197 -2.591 -1.28
C 3.389 1.889 0.555 0.20
C 3.294 3.130 -0.281 -1.57
C 3.154 2.172 2.003 -1.46
H -4.281 -0.514 3.477 0.52
H -3.021 0.468 2.760 0.12
H -4.558 0.277 1.940 0.27
H -4.234 -1.937 1.321 0.48
H -1.781 -1.965 3.053 0.17
H -3.234 -2.775 3.505 0.54
H -2.268 -3.324 2.088 0.29
H -3.536 0.987 -0.470 0.65
H -4.665 -1.688 -1.513 0.14
H -5.472 -0.746 -0.190 0.37
H -5.326 -0.045 -1.721 0.55
H -2.617 -0.867 -2.694 0.37
H -3.304 0.809 -2.838 0.52
H -1.762 0.493 -2.153 0.13
H -3.233 -2.946 -1.607 -0.09
H -2.987 -5.861 -2.100 0.29
H -3.291 -4.590 -3.266 0.34
H -1.877 -5.643 -3.463 0.44
H 0.139 -5.440 -2.049 0.23
H 1.433 -3.887 -0.321 0.50
H 1.459 -3.803 1.936 0.55
H 3.901 -4.225 2.484 0.39
H 6.505 -1.610 2.035 0.35
H 6.123 -2.834 3.244 0.33
H 6.526 -3.143 1.473 0.33
H 4.776 -0.187 1.205 -0.11
H 3.523 1.048 -1.867 0.89
H 1.917 -1.462 -2.197 0.26
H 3.163 -0.881 -3.417 0.42
H 3.543 -1.530 -1.843 0.41
H 0.559 0.654 -2.676 0.04
H 1.320 2.153 -2.099 0.24
H 1.822 1.376 -3.626 0.61
H 4.327 1.449 0.440 0.65
H 2.303 3.595 -0.137 0.23
H 4.082 3.849 -0.034 0.44
H 3.382 3.029 -1.352 0.39
H 2.184 2.569 2.262 0.13
H 3.236 1.310 2.626 0.32
H 3.919 2.944 2.344 0.46
S -0.727 2.370 4.792 -0.32
C 0.011 0.937 5.291 -0.54
C 0.310 0.113 4.247 -0.31
C 0.062 0.706 2.954 0.43
C -0.440 1.979 3.137 0.01
C -0.773 2.895 2.037 0.66
C -1.122 4.253 2.097 -1.00
C -1.342 4.964 0.890 -0.84
C -1.192 4.335 -0.299 -1.16
C -0.973 2.957 -0.277 -0.30
N -0.703 2.284 0.840 1.81
H 0.087 0.711 6.342 0.44
H 0.773 -0.853 4.387 0.38
H -1.117 4.712 3.057 0.56
H -1.483 6.035 0.893 0.38
H -1.404 4.826 -1.207 0.61
H -0.944 2.396 -1.175 0.58
N -2.434 3.316 -2.747 -0.57
C -2.061 3.616 -3.777 0.51
C -1.607 4.044 -5.004 -0.04
C -0.257 4.429 -5.182 0.17
N 0.827 4.806 -5.333 -0.57
C -2.439 4.140 -6.121 0.10
N -3.126 4.144 -7.066 -0.57

---

2.
110
Properties=species:S:1:pos:R:3:mulliken_charge:R:1 method="wB97M-V/def2-TZVPD" lumo_ha="-0.0043 / -0.0032" s2=12.1285 multiplicity=7
Eu -1.423 0.390 -0.186 -0.94
O 1.554 -1.206 -0.019 -0.62
S 1.730 -0.428 1.291 1.92
O 1.602 -1.532 2.351 -0.88
N 0.317 0.431 1.385 0.67
C -0.027 1.387 2.527 0.52
C 0.857 1.589 3.605 -0.66
C 0.525 2.471 4.641 -0.98
C -0.692 3.164 4.619 -0.83
C -1.582 2.973 3.557 0.85
C -2.882 3.678 3.484 -0.83
C -3.697 3.455 2.439 -1.11
C -3.300 2.510 1.366 0.06
N -2.254 1.910 1.375 0.49
C -1.257 2.089 2.512 -0.57
C 3.273 0.480 1.364 -0.16
C 3.373 1.738 0.757 -0.94
C 4.574 2.452 0.817 -0.72
C 5.677 1.910 1.484 -0.54
C 5.580 0.654 2.091 -0.56
C 4.379 -0.061 2.031 -0.71
H 1.804 1.068 3.654 0.47
H 1.212 2.619 5.464 0.42
H -0.937 3.843 5.426 0.41
H -3.177 4.371 4.266 0.42
H -4.653 3.966 2.374 0.38
H -3.949 2.327 0.527 0.60
H 2.521 2.165 0.241 1.10
H 4.649 3.425 0.349 0.37
H 6.606 2.463 1.531 0.44
H 6.434 0.235 2.607 0.45
H 4.312 -1.032 2.505 0.52
C -3.537 3.704 -3.591 -1.03
Te -2.581 2.394 -2.190 0.47
C -1.308 1.636 -3.737 0.10
H -3.973 3.114 -4.423 0.31
H -2.813 4.457 -3.963 0.30
H -4.362 4.232 -3.071 0.31
H -0.731 2.467 -4.194 0.39
H -1.910 1.095 -4.496 0.48
H -0.588 0.924 -3.283 -1.66
S 0.617 0.390 -1.955 -0.37
Sb 2.153 0.388 -3.294 2.16
C 1.395 -0.435 -5.121 0.49
C 0.063 -0.853 -5.227 -0.49
C -0.409 -1.387 -6.430 -0.88
C 0.449 -1.504 -7.529 -0.47
C 1.779 -1.087 -7.424 -0.75
C 2.252 -0.553 -6.221 -0.41
C 2.745 2.431 -3.504 0.16
C 3.187 3.154 -2.390 0.04
C 3.575 4.490 -2.533 -0.67
C 3.523 5.104 -3.789 -0.61
C 3.081 4.382 -4.902 -0.69
C 2.692 3.046 -4.760 -0.48
C 3.681 -0.830 -2.427 0.34
C 4.131 -1.969 -3.103 -0.63
C 5.132 -2.767 -2.540 -0.65
C 5.684 -2.427 -1.301 -1.00
C 5.234 -1.288 -0.624 -0.21
C 4.233 -0.490 -1.187 0.98
H -0.607 -0.765 -4.383 0.64
H -1.439 -1.710 -6.512 0.44
H 0.083 -1.917 -8.460 0.38
H 2.444 -1.177 -8.274 0.40
H 3.282 -0.231 -6.144 0.49
H 3.228 2.683 -1.418 -0.04
H 3.917 5.049 -1.671 0.41
H 3.824 6.137 -3.899 0.38
H 3.041 4.856 -5.874 0.40
H 2.351 2.490 -5.624 0.42
H 3.707 -2.236 -4.062 0.41
H 5.480 -3.648 -3.064 0.40
H 6.459 -3.044 -0.866 0.40
H 5.661 -1.025 0.335 0.26
H 3.887 0.389 -0.660 -0.41
C -1.143 -1.564 0.386 3.94
Ge -2.537 -1.539 1.743 0.16
C -4.042 -2.537 1.087 0.44
C -3.903 -3.899 0.791 -0.39
C -4.999 -4.627 0.316 -0.68
C -6.234 -3.996 0.137 -0.43
C -6.374 -2.636 0.432 -0.63
C -5.280 -1.907 0.907 -0.16
C -1.941 -2.333 3.410 1.60
C -0.638 -2.849 3.462 -0.73
C -0.149 -3.439 4.626 -0.78
C -0.952 -3.525 5.761 -1.03
C -2.258 -3.019 5.741 1.02
C -3.062 -3.109 6.889 -0.72
C -4.363 -2.606 6.878 -0.49
C -4.873 -2.009 5.726 -1.02
C -4.087 -1.910 4.575 -0.56
C -2.769 -2.413 4.560 -0.25
H -0.845 -2.612 0.179 0.90
H -0.264 -0.991 0.746 -2.25
H -1.529 -1.101 -0.545 -1.42
H -2.950 -4.393 0.928 0.33
H -4.890 -5.679 0.087 0.38
H -7.081 -4.560 -0.231 0.37
H -7.330 -2.149 0.294 0.38
H -5.395 -0.855 1.135 0.33
H 0.008 -2.798 2.596 0.18
H 0.860 -3.832 4.649 0.46
H -0.552 -3.989 6.655 0.34
H -2.683 -3.569 7.794 0.37
H -4.978 -2.678 7.766 0.38
H -5.883 -1.619 5.724 0.40
H -4.525 -1.437 3.710 0.27
H -2.220 -0.990 -1.565 -0.24

---

3.
13
Properties=species:S:1:pos:R:3:mulliken_charge:R:1 method="wB97M-V/def2-TZVPD" lumo_ha="-0.1345 / -0.3140" de_lowest_kj_mol=132.0 charge=+1 s2=2.0072 multiplicity=3
C -0.100 0.955 0.029 0.60
C 0.857 -1.263 -0.050 -0.50
C 1.847 -0.323 -0.746 -0.46
N -0.322 -0.344 0.258 -0.24
N -0.944 1.904 0.303 -0.36
O 0.960 1.293 -0.569 -0.49
I 3.682 0.089 0.067 0.64
H 0.346 -2.064 -0.787 0.28
H 1.367 -1.636 0.778 0.38
H 1.971 -0.226 -1.871 0.42
H -0.836 -0.665 1.047 0.27
H -1.775 1.730 0.891 0.21
H -0.796 2.849 -0.040 0.26

---

4.
13
Properties=species:S:1:pos:R:3:mulliken_charge:R:1 method="wB97M-V/def2-TZVPD" lumo_ha=0.0321 de_lowest_kj_mol=367.8 smiles=C[C@H]1c2cncn21
C 0.090 0.226 -2.039 -1.04
C 0.494 -0.356 -0.738 0.63
C 0.586 0.449 0.539 -0.19
C 0.561 0.637 1.914 -0.69
N -0.530 0.009 2.457 -0.50
C -1.143 -0.614 1.462 -0.18
N -0.554 -0.315 0.248 -0.18
H 0.467 -0.511 -2.833 0.26
H 0.749 1.067 -2.351 0.26
H -1.026 0.388 -2.090 0.34
H 1.214 -1.131 -0.696 0.42
H 1.022 1.398 2.421 0.42
H -1.932 -1.245 1.707 0.44

---

5.
95
Properties=species:S:1:pos:R:3:mulliken_charge:R:1 method="wB97M-V/def2-TZVPD" lumo_ha=-0.1791 charge=+1
Al 0.348 -1.153 0.166 -0.69
C -0.296 -0.551 3.728 -1.54
P 1.030 -0.428 2.473 1.97
C 2.219 -1.679 3.058 -1.36
C 1.788 1.156 3.094 -1.38
C 2.920 1.920 2.406 -0.96
P 2.480 2.909 0.891 1.01
C 2.441 4.631 1.583 -1.35
C 4.180 3.033 0.185 -1.18
H 0.123 -0.443 4.728 0.53
H -0.796 -1.519 3.653 0.39
H -1.035 0.235 3.569 0.27
H 2.520 -1.467 4.084 0.58
H 3.097 -1.681 2.412 0.19
H 1.753 -2.667 3.021 0.36
H 2.150 0.826 4.072 0.67
H 0.946 1.832 3.266 0.36
H 3.730 1.238 2.136 0.11
H 3.315 2.632 3.137 0.72
H 3.167 4.756 2.390 0.43
H 1.454 4.934 1.929 0.30
H 2.719 5.287 0.757 0.41
H 4.856 3.512 0.899 0.40
H 4.131 3.646 -0.715 0.38
H 4.574 2.053 -0.083 0.15
O -6.813 0.736 -0.063 -0.51
C -6.674 -0.593 0.108 0.33
O -7.619 -1.322 0.118 -0.53
C -5.262 -1.075 0.270 0.10
C -4.865 -2.225 -0.397 -1.53
C -3.550 -2.640 -0.319 -0.17
C -2.639 -1.936 0.469 -0.01
C -3.051 -0.817 1.176 0.16
C -4.356 -0.382 1.064 -0.59
N -1.274 -2.355 0.516 0.96
C -1.047 -3.608 0.569 -0.33
C 0.315 -4.064 0.370 0.51
C 0.652 -5.400 0.363 -0.93
C 1.954 -5.762 0.046 -0.58
C 2.860 -4.758 -0.236 -0.92
C 2.444 -3.433 -0.187 0.12
N 1.196 -3.077 0.105 0.23
H -5.956 1.168 -0.168 0.40
H -5.581 -2.771 -0.997 0.45
H -3.211 -3.482 -0.913 0.48
H -2.340 -0.286 1.793 -0.09
H -4.674 0.501 1.601 0.74
H -1.847 -4.326 0.728 0.75
H -0.106 -6.144 0.578 0.55
H 2.251 -6.801 0.011 0.46
H 3.882 -4.985 -0.502 0.53
H 3.131 -2.633 -0.400 0.39
C 6.881 -1.685 0.414 -1.23
S 5.342 -0.729 0.341 0.27
C 4.824 -1.002 -1.312 0.54
C 3.558 -0.806 -1.725 -1.14
S 2.240 -0.145 -0.774 -0.08
S 3.273 -1.035 -3.441 0.03
C 4.891 -1.481 -3.891 -0.01
S 5.365 -1.854 -5.399 -0.17
S 5.986 -1.474 -2.534 -0.13
H 7.217 -1.619 1.447 0.40
H 7.635 -1.253 -0.239 0.39
H 6.695 -2.723 0.151 0.33
C -3.469 -0.472 -3.730 -1.65
C -2.133 0.119 -3.309 1.68
C -1.694 1.203 -4.285 -1.80
C -1.071 -0.971 -3.194 -1.28
O -2.391 0.703 -1.999 -0.24
P -1.299 1.368 -1.059 0.11
O -0.331 2.252 -1.700 -1.04
O -0.651 0.153 -0.302 1.33
O -2.279 1.986 0.029 -0.04
C -2.369 3.375 0.469 1.71
C -3.715 3.480 1.171 -1.62
C -2.317 4.347 -0.702 -1.78
C -1.235 3.612 1.456 -1.31
H -3.386 -0.942 -4.710 0.41
H -4.224 0.314 -3.784 0.36
H -3.794 -1.220 -3.005 0.23
H -1.543 0.767 -5.273 0.47
H -0.769 1.671 -3.949 0.34
H -2.464 1.973 -4.356 0.36
H -0.950 -1.472 -4.154 0.64
H -1.377 -1.713 -2.448 0.01
H -0.110 -0.542 -2.898 0.18
H -4.530 3.280 0.471 0.28
H -3.843 4.487 1.567 0.48
H -3.775 2.772 2.001 0.26
H -3.109 4.107 -1.416 0.38
H -1.362 4.290 -1.219 0.37
H -2.474 5.363 -0.338 0.49
H -0.287 3.396 0.961 -0.10
H -1.353 2.938 2.309 0.19
H -1.238 4.640 1.820 0.65

---

6.
70
Properties=species:S:1:pos:R:3:mulliken_charge:R:1 method="wB97M-V/def2-TZVPD" lumo_ha="0.0127 / 0.0124" de_lowest_kj_mol=156.9 s2=0.7546 multiplicity=2
Re 1.283 -1.154 1.002 0.63
O -2.216 -3.930 5.357 -0.56
C -1.601 -3.293 4.335 1.13
C -2.022 -2.061 3.855 -0.60
C -1.338 -1.471 2.812 0.15
N -0.259 -2.038 2.249 -0.01
C 0.122 -3.254 2.702 0.58
C -0.511 -3.907 3.735 -0.82
C 1.276 -3.928 1.969 0.04
O 1.693 -5.000 2.371 -0.73
O 1.677 -3.273 0.937 -0.63
C -1.836 -0.139 2.257 -0.42
O -2.720 0.437 2.901 -0.84
O -1.312 0.212 1.165 -0.71
H -2.960 -3.400 5.665 0.30
H -2.877 -1.532 4.257 0.47
H -0.150 -4.878 4.042 0.58
C -0.929 3.065 2.157 -1.29
As 0.258 2.299 0.854 1.59
C 1.424 3.813 0.476 -1.53
C -0.810 2.222 -0.769 -1.55
C -0.407 1.393 -1.997 2.96
C 1.100 1.515 -2.243 -1.81
C -0.847 -0.081 -1.885 -1.66
As 0.353 -1.449 -1.146 1.40
C 1.366 -1.972 -2.743 -1.46
C -0.941 -2.913 -1.187 -1.45
C -1.112 2.015 -3.225 -2.34
As -3.067 2.333 -3.410 0.25
C -3.320 3.856 -2.189 -1.01
C -3.928 0.971 -2.287 -0.79
H -1.304 4.009 1.762 0.41
H -0.358 3.260 3.064 0.45
H -1.749 2.380 2.368 0.30
H 0.866 4.636 0.030 0.45
H 2.220 3.506 -0.200 0.42
H 1.870 4.147 1.413 0.44
H -0.832 3.277 -1.057 1.11
H -1.798 1.937 -0.418 -0.16
H 1.665 1.090 -1.407 -0.10
H 1.391 2.561 -2.365 0.49
H 1.384 0.985 -3.155 0.39
H -1.114 -0.455 -2.878 0.91
H -1.728 -0.164 -1.253 0.14
H 0.668 -2.086 -3.574 0.48
H 1.844 -2.929 -2.538 0.42
H 2.130 -1.249 -3.021 0.35
H -1.454 -2.978 -2.147 0.46
H -1.664 -2.730 -0.393 0.28
H -0.410 -3.842 -0.982 0.43
H -0.853 1.412 -4.099 0.61
H -0.689 3.009 -3.417 0.60
H -2.564 4.615 -2.389 0.28
H -3.279 3.568 -1.140 0.19
H -4.296 4.293 -2.397 0.44
H -3.752 -0.023 -2.694 0.28
H -5.000 1.170 -2.328 0.44
H -3.606 1.001 -1.248 0.05
C 1.445 0.954 1.525 -1.68
H 2.427 1.370 1.263 0.51
H 1.341 1.094 2.615 0.75
N 5.380 -1.848 0.278 -0.06
C 5.205 -1.192 -0.916 -0.76
C 3.944 -0.693 -0.876 -0.36
N 3.347 -1.030 0.322 0.14
C 4.244 -1.728 0.990 -0.27
H 6.190 -2.371 0.561 0.21
H 5.975 -1.140 -1.664 0.42
H 3.431 -0.094 -1.607 0.31
H 4.095 -2.178 1.956 0.43

---

How do the records compare in strongest force on any atom? In the order shown, they have 2.8 9.7 4.7 2.9 1.1 0.3 eV/Å.
How do the records compare in DFT total energy? In the order shown, they have -4508.885988 -6361.682120 -599.928701 -303.495968 -5027.963010 -8185.942381 hartree.